Entry 1:
The following is a quantum chemistry calculation of a molecular structure, C22H43N2OP2Zn at a distorted geometry, from the Open Molecules 2025 dataset.

## Properties
* orbital gap: 5.78 eV
* total charge: +1
* spin multiplicity: 1

```
71
C22H43N2OP2Zn wB97M-V/def2-TZVPD
Zn 0.123 -0.084 0.071
P 0.906 0.833 -1.960
P 0.003 -1.158 2.185
N 1.200 -1.806 -0.574
C 1.092 -0.783 -2.851
H 0.395 -0.804 -3.702
H 2.102 -0.826 -3.280
C 0.873 -2.044 -1.999
H -0.177 -2.371 -2.051
H 1.505 -2.869 -2.362
C 1.118 -3.006 0.324
H 2.105 -3.132 0.797
H 0.921 -3.895 -0.292
C 0.023 -2.852 1.390
H 0.150 -3.624 2.163
H -0.963 -3.015 0.934
C -1.477 -1.148 3.319
C -2.657 -0.421 2.671
H -3.085 -0.974 1.827
H -2.363 0.579 2.323
H -3.450 -0.281 3.418
C 1.500 -1.300 3.266
C 1.839 0.047 3.925
H 2.933 0.140 3.975
H 1.454 0.098 4.952
H 1.457 0.904 3.354
C 2.522 1.705 -2.207
C 2.455 3.194 -1.846
H 3.484 3.555 -1.700
H 1.905 3.382 -0.917
H 2.015 3.798 -2.652
C -0.374 1.805 -2.897
C -0.763 3.099 -2.172
H -1.789 3.364 -2.460
H -0.115 3.935 -2.464
H -0.739 3.013 -1.079
C 0.815 1.588 1.105
C 1.408 -2.477 4.261
H 0.433 -2.985 4.265
H 2.171 -3.232 4.015
H 1.615 -2.136 5.286
C 3.177 1.472 -3.581
H 3.651 2.398 -3.934
H 3.974 0.723 -3.480
H 2.486 1.126 -4.360
C -0.027 2.072 -4.362
H -0.888 2.570 -4.832
H 0.837 2.740 -4.465
H 0.161 1.152 -4.927
C -1.229 -0.556 4.706
H -0.847 0.468 4.642
H -2.192 -0.501 5.231
H -0.549 -1.153 5.321
H -1.730 -2.216 3.426
H -1.243 1.126 -2.873
H 2.309 -1.530 2.550
H 3.155 1.209 -1.447
O 0.097 2.503 1.422
H 2.157 -1.439 -0.507
H 1.944 1.531 1.269
C -4.587 -0.084 -1.282
C -3.940 1.047 -0.790
C -2.611 0.958 -0.383
N -1.890 -0.193 -0.505
C -2.527 -1.304 -0.961
C -3.860 -1.276 -1.354
H -5.631 -0.046 -1.580
H -4.430 2.010 -0.676
H -2.098 1.811 0.070
H -1.935 -2.232 -1.000
H -4.305 -2.206 -1.701
```

***

Entry 2:
The following is a quantum chemistry calculation of a molecular structure, C22H43N2OP3Pr at a distorted geometry, from the Open Molecules 2025 dataset.

## Properties
* orbital gap (spin up / spin down): 7.43 / 7.88 eV
* total charge: +3
* spin multiplicity: 3
* <S²>: 2.0034

```
72
C22H43N2OP3Pr wB97M-V/def2-TZVPD
Pr -0.042 -0.307 0.376
P 0.275 2.708 0.215
P -2.499 -0.603 1.798
P -1.097 0.562 -2.280
H 4.297 -1.239 -1.700
C 3.990 -0.483 -2.434
C 4.102 0.833 -2.183
H 4.511 1.221 -1.241
C 1.342 3.467 1.495
C -1.352 3.451 0.650
C 0.805 3.714 -1.225
C -2.853 -2.402 1.880
C -2.608 -0.136 3.566
C -4.037 0.089 1.077
C 0.196 0.929 -3.529
C -2.302 1.918 -2.571
C -1.996 -0.834 -3.062
H 3.506 -0.859 -3.345
H 3.887 1.581 -2.958
H 2.313 2.957 1.511
H 0.885 3.371 2.486
H 1.498 4.530 1.268
H -1.605 3.170 1.681
H -2.139 3.071 -0.013
H -1.312 4.546 0.575
H 1.709 3.261 -1.653
H 1.045 4.734 -0.889
H 0.030 3.763 -2.000
H -3.684 -2.590 2.572
H -1.961 -2.930 2.253
H -3.107 -2.807 0.891
H -3.377 -0.724 4.086
H -2.829 0.937 3.660
H -1.636 -0.325 4.044
H -4.929 -0.287 1.597
H -4.096 -0.196 0.016
H -4.026 1.189 1.132
H -0.001 0.367 -4.451
H 1.182 0.635 -3.143
H 0.225 2.002 -3.758
H -2.765 1.793 -3.559
H -1.831 2.909 -2.518
H -3.096 1.867 -1.814
H -2.466 -0.496 -3.996
H -2.776 -1.187 -2.373
H -1.333 -1.682 -3.283
C -0.030 -3.540 -1.185
C -0.923 -4.440 -0.628
C -1.466 -5.419 -1.467
C -1.151 -5.437 -2.827
C -0.289 -4.482 -3.371
C 0.301 -3.522 -2.544
O 0.455 -2.493 -0.338
H 1.289 -2.156 -0.742
H -1.173 -4.380 0.435
H -2.126 -6.181 -1.050
H -1.589 -6.202 -3.474
H -0.058 -4.500 -4.440
H 0.956 -2.734 -2.938
N 4.167 1.514 4.954
C 3.339 1.021 4.009
C 3.853 0.440 2.819
C 2.977 -0.051 1.878
N 1.619 -0.013 2.068
C 1.116 0.576 3.198
C 1.938 1.093 4.179
H 5.174 1.446 4.878
H 3.808 1.921 5.808
H 4.931 0.381 2.647
H 3.309 -0.509 0.937
H 0.025 0.613 3.281
H 1.500 1.565 5.062
```

***

Entry 3:
The following is a quantum chemistry calculation of a molecular structure, C22H43N2OP3Ru at a distorted geometry, from the Open Molecules 2025 dataset.

## Properties
* orbital gap (spin up / spin down): 4.73 / 2.62 eV
* total charge: +3
* spin multiplicity: 6
* <S²>: 8.8134

```
72
C22H43N2OP3Ru wB97M-V/def2-TZVPD
Ru -0.160 0.006 0.272
P 1.426 -0.906 1.602
P 1.194 1.806 -0.375
P -0.885 -2.042 -0.509
H -0.979 2.035 -9.210
C -1.926 1.495 -9.099
C -3.059 2.131 -8.776
H -3.082 3.215 -8.619
C 2.886 -1.684 0.783
C 2.227 0.291 2.743
C 0.976 -2.256 2.771
C 0.613 3.041 -1.610
C 1.461 2.991 1.012
C 2.881 1.504 -1.037
C -2.289 -2.033 -1.676
C -1.717 -3.008 0.808
C 0.294 -3.223 -1.258
H -1.909 0.416 -9.290
H -4.012 1.597 -8.690
H 3.602 -2.009 1.554
H 3.376 -0.973 0.107
H 2.566 -2.558 0.200
H 2.822 -0.237 3.503
H 1.455 0.883 3.253
H 2.888 0.971 2.188
H 1.606 -3.135 2.584
H -0.068 -2.565 2.664
H 1.148 -1.926 3.806
H 1.188 3.970 -1.492
H -0.451 3.255 -1.462
H 0.757 2.667 -2.630
H 2.441 3.469 0.892
H 1.420 2.503 1.988
H 0.681 3.761 0.979
H 3.317 2.462 -1.361
H 2.806 0.833 -1.905
H 3.532 1.052 -0.278
H -2.869 -2.955 -1.547
H -1.931 -1.971 -2.709
H -2.923 -1.168 -1.452
H -2.613 -3.476 0.383
H -2.045 -2.330 1.608
H -1.067 -3.794 1.205
H -0.273 -3.985 -1.813
H 0.901 -3.709 -0.482
H 0.954 -2.689 -1.956
C -1.409 0.777 -3.080
C -0.193 0.303 -3.691
C -0.098 0.134 -5.065
C -1.181 0.431 -5.896
C -2.370 0.917 -5.342
C -2.474 1.127 -3.980
O -1.578 0.878 -1.813
H 0.723 -0.659 -0.888
H 0.638 0.058 -3.026
H 0.831 -0.247 -5.494
H -1.106 0.303 -6.981
H -3.222 1.139 -5.984
H -3.367 1.532 -3.512
N -2.104 -0.789 2.939
C -2.282 0.573 2.640
C -3.135 1.324 3.462
C -3.387 2.643 3.137
C -2.816 3.141 1.962
C -2.030 2.318 1.167
N -1.665 1.078 1.562
H -2.874 -1.119 3.526
H -1.242 -0.956 3.464
H -3.534 0.818 4.341
H -4.026 3.251 3.777
H -2.963 4.173 1.661
H -1.666 2.652 0.194
```

***

In order of appearance, energy above the lowest of the compared OMol25 structures with the same formula, charge and spin = 0.00, 0.00, 2.17 kcal/mol.